DFT (ωB97M-V with the def2-TZVPD basis set) results for C45H40N3O4P3V as an isolated structure in a non-equilibrium geometry.

Each line ends with the Löwdin spin population.
CARTESIAN COORDINATES (ANGSTROEM)
V 0.12578 0.29549 0.05072  2.0068
C -2.68146 1.64894 -3.10918  0.0014
N -1.67521 1.33810 -2.09742  0.0017
P -1.79482 1.71988 -0.45312  0.0175
C -3.38847 1.15356 0.16844  0.0021
C -3.39719 0.16845 1.15453  0.0039
C -4.59946 -0.32849 1.63927  0.0004
C -5.79739 0.15812 1.13917  0.0002
C -5.79908 1.15170 0.16588  0.0003
C -4.60095 1.65379 -0.31315  -0.0003
C -1.87261 3.52927 -0.39281  -0.0004
C -1.13667 4.26322 -1.32476  -0.0012
C -1.10626 5.65000 -1.25949  0.0002
C -1.80688 6.30889 -0.25818  -0.0014
C -2.53332 5.58302 0.67693  0.0002
C -2.56385 4.19729 0.61546  -0.0012
P -0.16020 0.53377 -2.29434  -0.0213
C 0.10160 0.49573 -4.06361  -0.0110
C 0.89020 1.45432 -4.69044  -0.0010
C 1.02777 1.43352 -6.07171  0.0000
C 0.38080 0.45657 -6.81591  -0.0003
C -0.40113 -0.50422 -6.18611  -0.0006
C -0.54360 -0.48994 -4.80736  -0.0021
C -0.39494 -1.07882 -1.48720  -0.0492
C 0.84138 -2.02996 -1.67887  0.0027
C 0.49361 -3.26600 -2.46344  -0.0095
C -0.74823 -3.73594 -2.52129  0.0009
C -1.87913 -2.98754 -1.96365  -0.0178
C -1.72574 -1.72282 -1.56023  0.0045
H -3.04468 2.66879 -2.96627  0.0003
H -3.52820 0.96028 -3.06100  -0.0003
H -2.24114 1.58396 -4.10152  -0.0001
H -2.46350 -0.20277 1.56474  0.0025
H -4.59899 -1.08820 2.40952  0.0000
H -6.73594 -0.22891 1.51421  0.0000
H -6.73638 1.53853 -0.21175  0.0000
H -4.61098 2.44305 -1.05560  0.0000
H -0.61066 3.74946 -2.12346  -0.0002
H -0.54518 6.21439 -1.99298  0.0000
H -1.79183 7.38995 -0.21037  -0.0001
H -3.08003 6.09736 1.45627  0.0000
H -3.12540 3.63920 1.35469  0.0000
H 1.40440 2.20787 -4.10557  -0.0004
H 1.63974 2.17651 -6.56575  0.0000
H 0.48986 0.43931 -7.89252  0.0000
H -0.89879 -1.26776 -6.76966  -0.0001
H -1.14204 -1.24432 -4.30916  0.0000
H 2.50302 -1.69818 -2.77639  0.0000
H 1.30867 -3.78549 -2.95733  -0.0002
H -0.94950 -4.66348 -3.04300  0.0004
H -2.86725 -3.42844 -1.99408  -0.0012
H -2.60060 -1.13242 -1.31320  0.0006
N 1.07454 2.36177 0.54300  0.0030
N 0.46330 2.66145 1.78765  0.0010
C 0.23881 1.58672 2.64551  0.0049
O 0.07126 1.72388 3.82934  0.0051
O 0.22806 0.44463 1.98412  0.0173
H 2.08736 2.41349 0.62720  0.0024
H 0.74958 3.05708 -0.12219  0.0009
H 0.70309 3.53154 2.23884  -0.0002
O 1.76022 -1.16649 -2.46825  0.0055
C 1.43996 -2.39487 -0.39987  0.0010
O 1.26311 -1.22565 0.55351  0.0164
C 2.37131 -3.24012 0.15006  0.0013
C 2.94829 -4.43309 -0.39801  0.0002
C 3.91356 -5.10995 0.28986  0.0005
C 4.39737 -4.69572 1.55521  0.0005
C 3.85390 -3.57498 2.12239  0.0003
C 2.85984 -2.85209 1.44653  0.0010
P 1.96769 -1.48376 2.01733  0.0063
C 0.81503 -2.04087 3.25079  0.0007
C -0.48865 -2.35082 2.87182  0.0008
C -1.34825 -2.91916 3.79659  0.0000
C -0.91308 -3.16875 5.09192  0.0003
C 0.39203 -2.87750 5.45973  0.0000
C 1.26706 -2.32219 4.53721  0.0005
C 3.02025 -0.11411 2.43131  0.0011
C 3.04009 0.48170 3.68813  0.0004
C 3.92044 1.52948 3.92918  0.0003
C 4.75466 1.98143 2.91773  0.0003
C 4.72461 1.38788 1.65797  0.0002
C 3.86435 0.33081 1.41083  0.0009
H 2.60883 -4.80945 -1.35338  -0.0001
H 4.32767 -6.00667 -0.15721  0.0000
H 5.16981 -5.25674 2.06064  0.0000
H 4.20139 -3.24505 3.09681  0.0000
H -0.82460 -2.17699 1.85706  0.0006
H -2.35982 -3.17167 3.50575  0.0000
H -1.59201 -3.60170 5.81473  0.0000
H 0.73408 -3.08876 6.46416  0.0000
H 2.29312 -2.12801 4.82611  0.0000
H 2.35037 0.16656 4.45985  0.0000
H 3.94480 1.99568 4.90502  0.0000
H 5.43686 2.79967 3.10996  0.0000
H 5.38896 1.73507 0.87718  0.0000
H 3.85156 -0.15228 0.43998  0.0001

Force components x, y, z for each atom (eV/Å):
0.8 1.4 0.6
-0.1 -0.1 0.0
0.1 0.2 -0.1
-0.6 -0.1 -0.4
-0.1 0.1 0.0
0.0 0.0 0.0
0.0 0.0 0.0
0.0 0.0 0.0
0.0 0.0 0.0
0.0 0.0 0.0
0.1 0.0 0.0
0.0 0.0 0.0
0.0 0.0 0.0
0.0 0.0 0.0
0.0 0.0 0.0
0.0 0.0 0.0
-0.5 -0.4 0.1
0.1 0.1 -0.1
0.0 0.0 -0.1
0.0 0.0 0.0
0.0 0.0 0.0
0.0 0.0 0.0
0.0 0.0 -0.1
0.0 -0.1 -0.5
-0.1 0.5 -0.3
0.1 0.0 0.0
-0.3 0.1 0.1
0.1 -0.3 -0.2
0.3 0.2 0.1
0.0 0.0 0.0
0.0 0.0 0.0
0.0 0.0 0.0
0.0 0.0 0.0
0.0 0.0 0.0
0.0 0.0 0.0
0.0 0.0 0.0
0.0 0.0 0.0
0.0 0.0 0.0
0.0 0.0 0.0
0.0 0.0 0.0
0.0 0.0 0.0
0.0 0.0 0.0
0.0 0.0 0.0
0.0 0.0 0.0
0.0 0.0 0.0
0.0 0.0 0.0
0.0 0.0 0.0
0.1 0.0 0.1
0.0 0.0 0.0
0.0 0.0 0.0
0.0 0.0 0.0
0.0 0.0 0.1
-0.3 -0.2 0.1
0.0 0.1 0.0
0.0 -0.6 -0.4
0.0 0.2 0.1
-0.5 0.1 0.4
0.1 -0.1 -0.1
0.1 0.0 -0.1
0.2 0.0 -0.1
-0.1 -0.2 0.1
-0.5 0.2 0.7
0.6 -0.8 0.8
0.4 -0.1 0.0
-0.1 0.1 0.0
0.1 -0.1 0.0
-0.1 0.0 -0.1
0.0 0.0 0.0
0.2 -0.2 -0.2
0.2 -0.8 -1.0
-0.2 0.3 0.1
0.0 -0.1 0.1
0.0 0.0 0.0
0.0 0.0 0.0
0.0 0.0 0.0
-0.1 0.0 0.0
-0.1 0.2 0.2
-0.1 0.1 0.0
0.0 0.0 0.0
0.0 0.0 0.0
0.0 0.0 0.0
0.1 0.0 0.1
0.0 0.0 0.0
0.0 0.0 0.0
0.0 0.0 0.0
0.0 0.0 0.0
0.0 0.0 0.0
0.0 0.0 0.0
0.0 0.0 0.0
0.0 0.0 0.0
0.0 0.0 0.0
0.0 0.0 0.0
0.0 0.0 0.0
0.0 0.0 0.0
0.0 0.0 0.0
0.0 0.0 0.0

Output
- orbital gap (alpha / beta) (eV) = 5.5941 / 6.0361
- net charge = +1
- <S²> = 2.059
- 2S+1 = 3
- F_max (eV Å⁻¹) = 1.77
- highest occupied orbital energy (alpha / beta) (eV) = -8.36 / -8.37
- energy relative to the best compared isomer or geometry (same formula, charge and spin) (kJ/mol) = 491.2

---

DFT (ωB97M-V with the def2-TZVPD basis set) results for C2H4OSSi as an isolated structure in a non-equilibrium geometry.

Each line ends with the Mulliken charge.
CARTESIAN COORDINATES (ANGSTROEM)
C 0.64847 -0.69967 0.06095  -0.2888
C -0.58050 -1.24838 -0.00527  -0.3138
O -1.06682 1.27849 -0.11979  -0.2899
Si 0.60255 1.12238 0.07173  0.4087
S -1.92777 -0.17646 0.09340  0.0682
H 1.47258 -1.45339 -0.03334  0.3139
H -0.85924 -2.26800 -0.15462  0.3266
H 0.65604 1.88733 1.26820  -0.1166
H 1.05468 1.55769 -1.18128  -0.1082

Force components x, y, z for each atom (eV/Å):
0.8 -2.5 0.0
0.3 1.5 0.3
-1.2 -1.5 0.2
-2.1 -0.9 -0.1
0.1 1.3 -0.5
-0.5 1.1 0.1
0.1 -0.7 0.1
1.2 0.6 0.9
1.3 1.0 -1.0

Output
- orbital gap (eV) = 8.8876
- F_max (eV Å⁻¹) = 2.61
- highest occupied orbital energy (eV) = -8.23
- energy relative to the best compared isomer or geometry (same formula, charge and spin) (kJ/mol) = 53.3